[1]
C2H5N3S | the ωB97M-V functional and the def2-TZVPD basis

The SMILES is [H]/N=C(\N)SN=C. The value obtained for the HOMO energy is -9.1 eV.

Geometry (Å):
S: 0.7357 0.4540 -0.8991
N: -0.1895 1.3538 0.2909
N: 1.6730 -2.0563 0.0360
N: -0.7004 -1.4554 0.1971
C: 0.6502 -1.1186 -0.1087
C: -0.1569 2.6542 -0.0410
H: -0.7343 -2.3249 0.7449
H: 0.9647 -2.9799 0.0683
H: 0.3008 3.2319 -0.8586
H: -1.5682 -0.8836 0.1796
H: -0.9751 3.1248 0.3907

[2]
C2H5N3S | the ωB97M-V functional and the def2-TZVPD basis

The SMILES is [H]/N=C(\N)SN=C. The value obtained for the HOMO energy is -8.7 eV.

Geometry (Å):
S: 0.9912 0.0570 -0.7447
N: 0.9069 -0.1851 0.9616
N: -1.5734 -0.0791 -0.1330
N: -0.8919 0.7540 -2.2794
C: 2.0308 -0.3811 1.5448
C: -0.7330 0.2453 -1.1186
H: -2.5464 0.0430 -0.2353
H: -1.8721 0.9101 -2.5292
H: -1.2727 -0.4317 0.7705
H: 1.9390 -0.5537 2.6308
H: 3.0216 -0.3788 1.1325

[3]
C2H5N3S2 | the ωB97M-V functional and the def2-TZVPD basis

The value obtained for the HOMO energy (alpha / beta) is -8.4 / -7.5 eV.

Geometry (Å):
S: -1.1194 0.4111 0.8366
S: 1.9293 1.1472 0.2172
N: -2.3813 0.3339 -0.0518
N: 2.1474 -1.5336 0.4354
N: 0.5691 1.8526 -0.3401
C: -0.0484 -0.7565 -0.0864
C: 1.4028 -0.5514 0.1907
H: 3.1278 -1.3182 0.5872
H: 0.4792 2.7918 0.0333
H: -3.1690 0.8686 0.2908
H: -0.2903 -0.5480 -1.1301
H: -0.3111 -1.7804 0.1737

Respective E_tot values: -641.5579, -641.6264, -1039.7257 a.u..
Respective energy relative to the best compared isomer or geometry (same formula, charge and spin) values: 331.3, 151.4, 414.0 kJ/mol.